C6H11P | ωB97M-V/def2-TZVPD

The geometry in XYZ format:
```
18
Properties=species:S:1:pos:R:3:forces:R:3:mulliken_charge:R:1
P -0.16170 -0.37056 0.14042 -0.32 0.28 -0.79 -0.151
C 0.27796 1.01679 -3.35134 -0.20 -1.05 -0.39 -1.190
C -0.63398 -1.27085 2.87657 0.77 -3.28 0.50 0.075
C -0.37639 -0.59453 -1.69572 1.83 -2.02 2.34 -0.520
C -0.40282 -0.02529 3.69161 -1.75 -1.24 0.94 -1.203
C -0.90214 0.34854 -2.68387 -1.27 0.46 0.10 0.034
C -0.62521 -1.22992 1.42284 0.35 0.61 -1.57 -0.276
H -0.00353 1.43419 -4.27351 -0.25 0.12 -1.72 0.346
H 1.03715 0.22785 -3.43322 0.01 0.56 -0.57 0.328
H -1.63199 -1.74556 3.06493 0.47 0.72 0.46 0.237
H -1.06402 0.68716 3.26786 -1.30 0.87 0.34 0.363
H -1.50080 -0.22064 -3.44560 0.62 0.20 0.48 0.212
H -1.66383 1.02032 -2.24104 0.55 -0.04 -0.18 0.305
H 0.48971 0.48788 3.59975 2.44 0.23 -0.28 0.400
H -0.58244 -0.29327 4.76273 -0.07 0.70 -0.84 0.302
H 0.06056 -2.15518 3.22707 -0.93 1.60 -0.73 0.265
H 0.64438 -1.01461 -2.00524 -1.49 0.30 0.39 0.144
H 0.70394 1.84879 -2.87942 0.56 0.98 1.53 0.330
```
Positions in Å, forces in eV/Å.

Energy relative to the best compared isomer or geometry (same formula, charge and spin): 432.7 kJ/mol
Orbital gap (spin up / spin down): 7.340 / 7.256 eV
SMILES string: CCC#P=CCC
LUMO level (spin up / spin down): -0.38 / -0.22 eV
Total energy: -576.35280 Ha

C6H11P | ωB97M-V/def2-TZVPD

The geometry in XYZ format:
```
18
Properties=species:S:1:pos:R:3:forces:R:3:mulliken_charge:R:1
P -1.71037 -0.09272 2.15988 0.43 1.69 1.83 -0.083
C 0.26998 0.15998 -0.92215 -0.67 0.88 0.74 -0.304
C -0.88449 0.42519 -1.82242 -1.11 -1.58 1.69 -0.482
C 2.10715 0.24689 0.72435 -0.85 0.65 2.21 -1.322
C -0.12864 -0.44326 1.45183 -0.93 1.07 -2.87 -0.827
C 0.68513 0.53331 0.51425 -2.56 0.05 -2.27 0.827
C -0.12981 -0.91410 -1.82909 0.57 0.36 0.23 -0.577
H -0.52159 -1.80218 -1.39705 -1.10 -0.46 0.54 0.207
H 2.81927 0.83960 0.23320 0.88 0.73 -0.74 0.391
H 0.35105 1.59831 0.56870 0.46 -0.79 0.65 0.440
H -1.90054 0.23798 -1.36751 0.94 0.81 -0.47 0.150
H -1.82573 1.37907 2.15059 0.49 -1.21 0.00 0.028
H -0.06558 -1.44425 1.01864 0.21 -0.18 0.67 0.337
H 0.43671 -1.26028 -2.65600 0.93 0.40 -0.86 0.230
H -2.89095 -0.20237 1.44703 -0.26 -0.55 -1.18 0.013
H 2.16433 -0.77694 0.55195 0.94 -1.85 -0.48 0.323
H 2.07593 0.37196 1.79893 1.45 0.06 0.54 0.382
H -0.85184 1.14380 -2.62513 0.18 -0.08 -0.22 0.267
```
Positions in Å, forces in eV/Å.

Energy relative to the best compared isomer or geometry (same formula, charge and spin): 471.8 kJ/mol
Orbital gap (spin up / spin down): 7.367 / 8.310 eV
LUMO level (spin up / spin down): -0.53 / 0.26 eV
Total energy: -576.33793 Ha

C6H11P | ωB97M-V/def2-TZVPD

The geometry in XYZ format:
```
18
Properties=species:S:1:pos:R:3:forces:R:3:mulliken_charge:R:1
P 1.21401 0.64162 -0.00730 0.67 -2.21 -2.78 0.387
C -1.39264 0.45934 -0.41087 -1.12 0.87 -0.04 0.652
C -0.09643 -0.03877 -0.87728 3.34 0.11 0.86 -0.768
C -1.59015 -0.06124 1.01839 -2.50 0.45 0.15 -1.249
C 3.70905 -0.92146 0.09641 -1.30 -0.43 -0.99 -0.530
C -2.48070 -0.13310 -1.31150 0.08 1.27 -1.89 -1.306
C 2.98163 0.17664 0.36457 -0.25 -0.62 0.05 -0.253
H -3.45588 0.31824 -1.09364 -0.06 -0.60 0.35 0.354
H 4.67999 -1.08235 0.58734 -0.48 0.15 -0.48 0.246
H -2.37085 0.53361 1.56923 0.48 -0.48 -0.68 0.284
H -2.35758 -1.18448 -1.08153 -0.81 -0.40 -0.61 0.383
H -2.35669 0.08735 -2.46287 0.25 -0.59 2.30 0.276
H -1.97911 -1.07698 0.95322 0.39 -0.20 0.40 0.292
H 1.00493 1.51648 0.93630 -0.46 1.96 2.11 0.003
H 3.30439 -1.71069 -0.62208 0.75 1.07 1.20 0.230
H -0.71316 0.03404 1.58891 1.02 -0.29 0.75 0.432
H -1.53181 1.54688 -0.31389 0.47 0.02 -0.39 0.341
H 3.43100 0.89488 1.06658 -0.47 -0.08 -0.33 0.229
```
Positions in Å, forces in eV/Å.

Energy relative to the best compared isomer or geometry (same formula, charge and spin): 386.9 kJ/mol
Orbital gap: 8.186 eV
SMILES string: C=C[PH]#CC(C)C
LUMO level: -0.13 eV
Total energy: -576.37025 Ha

Among the records above, which one has the lowest energy relative to the best compared isomer or geometry (same formula, charge and spin)? number 3

Among the records above, which one has the lowest total energy? number 3

Among the records above, which one has the highest total energy? number 2